No. 1
Entry from OMol25: 5 unconnected molecules or ions with the total composition C7H14Cl8O3 at a distorted geometry (ωB97M-V with the def2-TZVPD basis set).

Summary:
- Largest force on an atom: 3.93 eV/Å
- <S²>: 0.75
- Multiplicity: 2
- E_tot: -4182.30609 a.u.
- LUMO energy (alpha / beta): 2.503 / 2.446 eV
- Total charge: -1
- Kohn-Sham gap (alpha / beta): 2.05 / 8.96 eV

Last column: Mulliken charge in e.
Atoms and positions in Å:
C  -4.7085  2.8559  -2.1068  -0.68
O  -3.7341  2.9259  -1.0441  -0.33
C  -3.0823  1.8311  -0.7400  0.82
O  -3.0606  0.7421  -1.3026  -0.60
O  -2.3440  2.1222  0.2534  -0.30
C  -1.5957  1.1448  0.9498  -0.53
H  -5.1832  3.7956  -2.3891  0.24
H  -5.4550  2.1154  -1.8197  0.30
H  -4.2749  2.2928  -2.9333  0.31
H  -2.1004  0.2775  1.3753  0.34
H  -0.9724  1.5078  1.7671  0.25
H  -1.0034  0.5574  0.2482  0.15
C  3.4078  -4.5317  0.0567  -0.31
Cl  4.2944  -3.3295  0.9496  -0.16
Cl  1.7735  -4.6247  0.7052  -0.08
H  3.3092  -4.3063  -1.0052  0.20
H  3.9380  -5.4814  0.1283  0.34
C  1.6223  -1.2181  -0.9607  0.38
Cl  0.1244  -2.0034  -0.5444  -0.11
Cl  2.1758  -1.7995  -2.5586  -0.25
H  1.4042  -0.1548  -1.0600  -0.13
H  2.3897  -1.4103  -0.2109  0.03
C  0.4528  -2.0425  3.1941  -0.30
Cl  -1.1573  -1.9720  2.3697  -0.42
Cl  1.7748  -1.0230  2.4227  -0.62
H  0.3849  -1.7086  4.2295  0.41
H  0.7845  -3.0755  3.0899  0.11
C  2.0136  3.2674  -0.6845  -0.26
Cl  3.2950  4.5592  -1.0227  -0.24
Cl  2.6942  2.1956  0.5445  -0.10
H  1.1062  3.7292  -0.2953  0.25
H  1.7266  2.7612  -1.6062  0.30

No. 2
Entry from OMol25: 2 unconnected molecules or ions with the total composition C7H14ClN2 at a distorted geometry (ωB97M-V with the def2-TZVPD basis set).

Summary:
- Largest force on an atom: 5.36 eV/Å
- E_tot: -844.42854 a.u.
- LUMO energy (alpha / beta): -3.210 / -4.020 eV
- Total charge: +1
- Energy above the lowest of the compared OMol25 structures with the same formula, charge and spin: 70.5 kcal/mol
- Kohn-Sham gap (alpha / beta): 7.91 / 5.98 eV

Last column: Mulliken charge in e.
Atoms and positions in Å:
C  1.6303  -1.2950  -0.3501  -0.29
C  0.8109  -1.4716  0.6541  -0.49
C  1.2529  -0.5715  -1.5914  -0.64
C  -0.2723  -0.6137  -1.7444  -1.02
C  -0.4028  -0.7730  0.6969  -0.75
C  -0.9006  -0.0153  -0.5125  0.09
C  0.2683  1.5754  2.3080  -0.17
N  1.4756  1.9857  1.8285  -0.33
N  -2.4293  -0.2910  -0.6634  -0.25
Cl  -1.1008  2.3027  1.5811  -0.17
H  2.7284  -1.3585  -0.0906  0.31
H  1.2672  -2.1388  1.4580  0.34
H  1.5674  0.4738  -1.6483  0.30
H  1.7463  -1.0216  -2.5273  0.35
H  -0.4616  0.0343  -2.6969  0.40
H  -0.6413  -1.6180  -2.0349  0.37
H  -1.0377  -0.6775  1.5221  0.71
H  -0.8948  1.1012  -0.4443  0.28
H  -0.0404  1.1911  3.3010  0.41
H  2.1826  1.8319  2.5136  0.23
H  1.4840  2.1167  0.8749  0.21
H  -3.0224  0.3816  -0.1653  0.37
H  -2.6935  -1.2355  -0.5668  0.32
H  -2.5162  0.0866  -1.7022  0.43

No. 3
Entry from OMol25: a gas-phase ion, C7H14ClN2OS (charge +1) at a distorted geometry (ωB97M-V with the def2-TZVPD basis set).

Summary:
- Largest force on an atom: 4.31 eV/Å
- E_tot: -1317.95065 a.u.
- LUMO energy: -3.771 eV
- Total charge: +1
- Energy above the lowest of the compared OMol25 structures with the same formula, charge and spin: 21.8 kcal/mol
- Kohn-Sham gap: 8.26 eV

Last column: Mulliken charge in e.
Atoms and positions in Å:
C  -0.2193  -0.0364  -0.6835  0.43
C  0.0027  0.9686  1.8794  -0.30
C  0.9882  -2.1193  0.0485  0.22
C  -0.4118  0.6615  3.3226  -1.16
C  0.3869  0.8151  -2.9004  -1.13
C  -1.3786  2.0619  -1.6237  -0.92
C  -0.0080  -2.8558  0.6410  -0.31
N  0.6337  -1.0962  -0.9166  -0.13
N  -0.3632  0.8621  -1.6847  0.09
O  2.2881  -2.3159  -0.0010  -0.46
S  -1.2230  0.0239  0.8163  -0.18
Cl  0.3663  -3.9838  1.9059  -0.19
H  -0.1354  1.9872  1.8779  0.33
H  -0.9413  1.4798  3.7503  0.37
H  0.4641  0.3500  3.8857  0.31
H  -1.1176  -0.2371  3.4426  0.29
H  0.2115  1.6626  -3.5056  0.34
H  1.4936  0.7745  -2.6677  0.42
H  0.1521  -0.0079  -3.5490  0.42
H  -0.9606  2.8786  -2.1923  0.31
H  -2.2368  1.7363  -2.2375  0.40
H  -1.7157  2.2341  -0.6738  0.36
H  -1.0192  -2.6922  0.5102  0.49
H  0.9881  0.7057  1.6518  0.44
H  1.2581  -0.8259  -1.7129  0.20
H  2.4973  -3.0312  0.6166  0.36

No. 4
Entry from OMol25: a gas-phase ion, C7H14FIN (charge +1) at a distorted geometry (ωB97M-V with the def2-TZVPD basis set).

Summary:
- Largest force on an atom: 4.53 eV/Å
- E_tot: -727.06541 a.u.
- LUMO energy: -3.013 eV
- Total charge: +1
- Energy above the lowest of the compared OMol25 structures with the same formula, charge and spin: 37.3 kcal/mol
- Kohn-Sham gap: 9.43 eV

Last column: Mulliken charge in e.
Atoms and positions in Å:
C  -1.1776  -0.9282  0.2365  -0.91
C  -0.0811  1.2661  0.3782  -0.81
C  0.1594  -1.3530  -0.3002  1.35
C  1.2135  0.5805  -0.0124  -0.40
C  0.3197  -1.7682  -1.6943  -1.81
C  1.9463  0.9941  -1.2402  -1.25
C  -1.9864  0.9702  1.7277  -0.80
N  -0.8673  0.2733  1.0666  0.23
F  0.7251  -2.1558  0.5817  -0.34
I  2.5974  0.1536  1.5700  0.25
H  -1.9110  -0.9266  -0.6514  0.33
H  -1.4685  -1.6483  0.9719  0.53
H  0.0546  2.1046  1.0645  0.56
H  -0.4248  1.7703  -0.4854  0.45
H  0.1533  -1.0529  -2.4036  0.48
H  -0.1833  -2.7552  -1.9130  0.38
H  1.2884  -2.2173  -1.8207  0.47
H  1.6961  0.5421  -2.1618  0.27
H  3.0277  0.5557  -1.1644  0.39
H  2.0678  2.0454  -1.2975  0.38
H  -2.9619  0.3407  1.8110  0.34
H  -1.7670  1.2611  2.8560  0.33
H  -2.2608  1.8913  1.1949  0.36
H  -0.1597  0.0563  1.6857  0.23

No. 5
Entry from OMol25: 2 unconnected molecules or ions with the total composition C7H14N (ωB97M-V with the def2-TZVPD basis set).

Summary:
- Largest force on an atom: 1.00 eV/Å
- E_tot: -329.54820 a.u.
- LUMO energy: -3.754 eV
- Total charge: +1
- Energy above the lowest of the compared OMol25 structures with the same formula, charge and spin: 37.2 kcal/mol
- Kohn-Sham gap: 9.90 eV

Last column: Mulliken charge in e.
Atoms and positions in Å:
C  0.5574  1.0810  -1.8233  -1.07
C  -1.5010  1.8504  1.0932  -0.83
C  -0.7532  0.8120  -1.1673  -0.04
C  -1.1063  1.2468  0.0226  0.42
C  -1.1000  -1.9112  -0.2319  -1.29
C  1.9428  -0.2941  1.3254  -0.83
C  -0.2477  -0.9669  0.5256  -0.20
N  1.0491  -0.9798  0.4254  0.01
H  0.3710  1.6449  -2.7364  0.42
H  1.2181  1.6665  -1.1901  0.30
H  -1.4510  1.4513  2.0922  0.27
H  -1.9351  2.8365  1.0191  0.28
H  -1.4826  0.2870  -1.7709  0.37
H  -0.7511  -2.0794  -1.2499  0.41
H  -2.1384  -1.5874  -0.2466  0.32
H  -1.0765  -2.8747  0.2892  0.38
H  1.6015  -0.4138  2.3527  0.30
H  2.9416  -0.7127  1.2330  0.35
H  1.9881  0.7734  1.0985  0.31
H  -0.6523  -0.5753  1.4500  0.51
H  1.0543  0.1571  -2.1209  0.25
H  1.4713  -1.4114  -0.3896  0.36

No. 6
Entry from OMol25: a gas-phase ion, C7H14N (charge +1) at a distorted geometry (ωB97M-V with the def2-TZVPD basis set).

Summary:
- SMILES: C=C1C[C@H](C)[N+]1(C)C
- Largest force on an atom: 5.22 eV/Å
- E_tot: -329.51911 a.u.
- LUMO energy: -3.094 eV
- Total charge: +1
- Energy above the lowest of the compared OMol25 structures with the same formula, charge and spin: 55.5 kcal/mol
- Kohn-Sham gap: 11.06 eV

Last column: Mulliken charge in e.
Atoms and positions in Å:
C  1.6448  1.9007  -0.3192  -1.06
C  0.4176  1.2614  -0.1531  0.24
C  -1.0686  1.4974  0.0846  -0.35
C  -1.3477  -0.0797  -0.0602  0.14
C  -1.9174  -0.7777  1.1376  -1.30
N  0.4233  -0.1962  -0.2013  0.44
C  1.2701  -0.9181  0.6503  -0.76
C  0.5375  -0.8438  -1.5959  -1.30
H  2.4833  1.1757  -0.5128  0.17
H  1.9271  2.9026  -0.2169  0.40
H  -1.3494  1.6959  1.1128  0.32
H  -1.6053  2.1494  -0.5941  0.33
H  -1.6621  -0.3805  -1.0295  0.47
H  -1.1515  -0.9624  1.9427  0.27
H  -2.3333  -1.8790  1.0206  0.32
H  -2.7093  -0.2374  1.6363  0.40
H  1.5239  -2.0075  0.3318  0.38
H  2.2293  -0.3193  0.6637  0.23
H  0.9368  -1.0219  1.6487  0.31
H  1.5866  -1.1841  -1.7277  0.43
H  -0.0861  -1.6681  -1.4833  0.57
H  0.2501  -0.1074  -2.3351  0.35

Q: What is the largest force on an atom in the fourth record?
A: 4.53 eV/Å